Record 1
Density functional theory data (ωB97M-V with the def2-TZVPD basis set) for 2 unconnected molecules or ions with the total composition C6H10O2 at a distorted geometry.

Results
ΔE to the lowest compared entry with this formula, charge and spin: 4.3747 eV
HOMO: -8.193 eV
HOMO-LUMO gap: 9.1 eV
SMILES: C[C@H]1CC1=O.C=CO

Each atom is followed by the atoms it is bonded to, with distances in Å.
Positions of all 18 atoms, in Å:
1 C 2.22 -0.74 0.00  C10 1.528, H13 1.087, H14 1.085, C18 1.461
2 H -2.82 1.36 0.86  C15 1.077
3 C 1.01 1.53 -0.17  H4 1.093, H7 1.090, C10 1.508, H16 1.092
4 H 1.85 2.15 -0.49  C3 1.093
5 H -3.73 0.57 -0.51  C15 1.077
6 H 1.06 -0.01 -1.75  C10 1.084
7 H 0.08 1.97 -0.52  C3 1.090
8 O -0.99 -0.58 1.02  H12 0.972, C17 1.411
9 O 0.50 -2.49 0.19  C18 1.190
10 C 1.14 0.11 -0.67  C1 1.528, C3 1.508, H6 1.084, C18 1.710
11 H -2.02 -1.16 -0.71  C17 1.083
12 H -1.01 -1.51 1.28  O8 0.972
13 H 2.96 -1.24 -0.63  C1 1.087
14 H 2.64 -0.37 0.93  C1 1.085
15 C -2.89 0.56 0.15  H2 1.077, H5 1.077, C17 1.334
16 H 0.97 1.55 0.92  C3 1.092
17 C -1.90 -0.32 -0.03  O8 1.411, H11 1.083, C15 1.334
18 C 0.92 -1.39 0.13  C1 1.461, O9 1.190, C10 1.710

Record 2
Density functional theory data (ωB97M-V with the def2-TZVPD basis set) for C6H10O2 in the gas phase at a distorted geometry.

Results
ΔE to the lowest compared entry with this formula, charge and spin: 5.0949 eV
HOMO: -8.954 eV
HOMO-LUMO gap: 9.9 eV
SMILES: CO/C(C)=C/[C@@H]1CO1

Each atom is followed by the atoms it is bonded to, with distances in Å.
Positions of all 18 atoms, in Å:
1 H -0.27 2.38 0.05  C9 1.000
2 H -0.33 -1.45 0.05  C16 1.171
3 C -1.66 -0.05 0.60  C5 1.557, H12 1.025, O15 1.376, C16 1.445
4 C 0.71 0.60 0.22  O6 1.452, C9 1.485, C16 1.343
5 C -2.74 -0.71 -0.31  C3 1.557, H8 1.033, H10 1.211, O15 1.480
6 O 2.07 0.20 -0.09  C4 1.452, C11 1.360
7 H 1.51 -1.78 -0.48  C11 1.096
8 H -2.32 -1.17 -1.13  C5 1.033
9 C 0.67 2.05 -0.07  H1 1.000, C4 1.485, H14 1.169, H17 1.048
10 H -3.66 -1.32 0.20  C5 1.211
11 C 2.33 -1.14 -0.14  O6 1.360, H7 1.096, H13 1.206, H18 1.232
12 H -1.83 0.12 1.59  C3 1.025
13 H 2.60 -1.44 1.00  C11 1.206
14 H 1.51 2.66 0.47  C9 1.169
15 O -2.32 0.71 -0.34  C3 1.376, C5 1.480
16 C -0.26 -0.32 0.35  H2 1.171, C3 1.445, C4 1.343
17 H 0.74 2.18 -1.11  C9 1.048
18 H 3.26 -1.53 -0.86  C11 1.232

Record 3
Density functional theory data (ωB97M-V with the def2-TZVPD basis set) for C6H10O2 in the gas phase at a distorted geometry.

Results
ΔE to the lowest compared entry with this formula, charge and spin: 8.2670 eV
HOMO: -8.923 eV
HOMO-LUMO gap: 9.9 eV
SMILES: C1=C\OCOCCC/1

Each atom is followed by the atoms it is bonded to, with distances in Å.
Positions of all 18 atoms, in Å:
1 H -1.74 -1.83 0.40  C12 1.138
2 H -0.35 -2.06 1.44  C12 1.083
3 H 0.01 -2.47 -0.98  C9 1.181
4 C -0.99 -0.04 1.79  C5 1.572, H6 0.965, C12 1.523, H16 1.176
5 C -0.19 0.68 0.64  C4 1.572, H8 1.048, H11 1.177, O18 1.516
6 H -1.94 0.08 1.75  C4 0.965
7 H 2.07 1.57 -0.45  C13 1.177
8 H -0.66 0.34 -0.23  C5 1.048
9 C 0.12 -1.36 -0.60  H3 1.181, C10 1.352, C12 1.811
10 C 0.40 -0.37 -1.48  C9 1.352, O14 1.332, H17 0.992
11 H 0.89 0.22 0.58  C5 1.177
12 C -0.88 -1.28 0.91  H1 1.138, H2 1.083, C4 1.523, C9 1.811
13 C 0.99 1.85 -0.82  H7 1.177, O14 1.397, H15 1.191, O18 1.306
14 O 0.60 0.91 -1.78  C10 1.332, C13 1.397
15 H 1.16 2.61 -1.72  C13 1.191
16 H -0.32 -0.14 2.75  C4 1.176
17 H 0.68 -0.77 -2.34  C10 0.992
18 O 0.12 2.07 0.13  C5 1.516, C13 1.306

Record 4
Density functional theory data (ωB97M-V with the def2-TZVPD basis set) for C6H10O2P2 in the gas phase at a distorted geometry.

Results
ΔE to the lowest compared entry with this formula, charge and spin: 1.6494 eV
HOMO: -8.441 eV
HOMO-LUMO gap: 8.6 eV
SMILES: [H]/P=C\O[C@](C)(CC)P=C=O

Each atom is followed by the atoms it is bonded to, with distances in Å.
Positions of all 20 atoms, in Å:
1 C -0.52 0.68 -0.34  O6 1.404, P12 1.923, C17 1.466, C20 1.585
2 H 1.22 0.36 -1.76  C20 1.018
3 C -2.42 -0.86 -0.36  H5 1.076, O6 1.345, P16 1.715
4 H -0.32 -0.14 -2.46  C20 1.184
5 H -1.64 -1.60 -0.26  C3 1.076
6 O -1.89 0.38 -0.34  C1 1.404, C3 1.345
7 H 2.18 0.52 1.73  C9 1.028
8 C -1.06 3.15 0.33  P12 1.660, O13 1.137
9 C 1.64 0.46 0.85  H7 1.028, H11 1.039, H14 1.129, C17 1.572
10 H -4.53 0.21 -0.46  P16 1.356
11 H 2.22 -0.20 0.30  C9 1.039
12 P -0.28 2.48 -0.98  C1 1.923, C8 1.660
13 O -1.36 3.68 1.29  C8 1.137
14 H 1.91 1.50 0.50  C9 1.129
15 H 0.02 -0.79 1.11  C17 1.043
16 P -4.11 -1.04 -0.15  C3 1.715, H10 1.356
17 C 0.09 0.23 0.92  C1 1.466, C9 1.572, H15 1.043, H18 1.108
18 H -0.49 0.78 1.69  C17 1.108
19 H 0.40 -1.11 -1.26  C20 1.098
20 C 0.33 -0.04 -1.47  C1 1.585, H2 1.018, H4 1.184, H19 1.098